No. 1
A 3-piece molecular cluster, C5H15NO2 overall at a distorted geometry. Source: OMol25; level of theory: ωB97M-V/def2-TZVPD.

CARTESIAN COORDINATES (ANGSTROEM)
C: 1.3436 -0.4941 -2.1908
C: 1.4293 0.8412 -1.4450
C: 1.5138 0.6685 0.0569
C: 0.5181 0.1922 0.7985
N: 0.4675 0.2682 2.1980
C: 0.0799 -0.9712 2.8990
H: 0.3797 -0.9887 -2.0662
H: 1.4797 -0.3815 -3.2712
H: 2.1194 -1.1873 -1.8656
H: 0.5774 1.4681 -1.7059
H: 2.2743 1.4391 -1.7944
H: 2.4154 1.0673 0.5149
H: -0.2730 -0.3777 0.3260
H: 1.3081 0.6397 2.5956
H: 0.9953 -1.5192 3.1431
H: -0.6151 -1.5810 2.3389
H: -0.3768 -0.6874 3.8492
H: -1.7254 1.9811 0.2211
H: -2.8101 1.2923 1.0777
O: -2.4643 1.3815 0.1938
H: -3.4368 -0.4812 -1.7775
H: -2.1449 -1.2159 -2.2137
O: -3.0552 -1.3536 -1.8825

Forces on atoms 1 to 6 (eV/Å):
C 0.2 0.0 -0.5
C 0.0 -0.3 0.0
C 0.1 0.7 -0.5
C 0.8 -0.4 0.4
N -1.0 -0.9 -0.6
C 0.7 0.9 0.7

Properties
Net charge = 0
SMILES string = CC/C=C/NC.O.O
Gap between HOMO and LUMO = 8.8184 eV
ΔE to the lowest compared entry with this formula, charge and spin = 146.9 kJ/mol
Largest force on an atom = 1.44 eV/Å

***

No. 2
An isolated ion of composition CH5NOP and charge -1 at a distorted geometry. Source: OMol25; level of theory: ωB97M-V/def2-TZVPD.

CARTESIAN COORDINATES (ANGSTROEM)
C: -0.6156 0.1133 0.8571
N: 0.3358 1.0266 0.3208
O: 2.0353 1.9786 -1.4018
P: 0.8798 1.0788 -1.1255
H: -0.3002 -0.0455 1.9197
H: -1.5940 0.6231 0.6618
H: -0.5916 -0.8047 0.1123
H: 1.1628 -0.1177 -1.6199
H: 0.0461 1.2415 -2.2562

Forces on atoms 1 to 6 (eV/Å):
C 0.4 0.0 -2.4
N 0.3 0.9 0.6
O 0.6 0.6 0.0
P 0.7 1.8 -0.2
H -1.1 -0.5 -0.8
H 0.0 -1.0 1.1

Properties
Net charge = -1
SMILES string = CN=[PH2][O-]
Gap between HOMO and LUMO = 7.8355 eV
ΔE to the lowest compared entry with this formula, charge and spin = 41.8 kJ/mol
Largest force on an atom = 3.13 eV/Å

***

HOMO energy readings, ordered: -8.00; -3.20 eV